# 1
Below is a 17-piece molecular cluster, C75H95N9O25 overall, with properties calculated with ωB97M-V/def2-TZVPD.

Structure (XYZ):
```
204
Properties=species:S:1:pos:R:3:mulliken_charge:R:1
C 3.778 0.663 6.361 -1.70
C 3.336 1.187 5.010 0.13
O 2.148 1.241 4.810 0.05
N 4.280 1.741 4.209 0.21
C 3.777 2.521 3.046 0.04
H 4.779 0.270 6.399 0.45
H 3.134 -0.133 6.558 0.35
H 3.613 1.438 7.071 0.45
H 5.221 1.998 4.429 0.33
H 4.478 3.213 2.699 0.73
H 2.893 3.101 3.236 -0.83
H 3.596 1.814 2.218 -0.11
C -2.860 1.159 -4.234 -1.04
C -1.518 1.243 -5.012 0.11
O -0.445 1.025 -4.484 -0.19
N -1.756 1.272 -6.356 -0.09
C -0.772 1.346 -7.375 -0.81
H -3.548 1.757 -4.781 0.71
H -2.715 1.605 -3.249 -0.09
H -3.213 0.152 -4.238 0.33
H -2.661 1.697 -6.545 0.26
H -0.801 2.334 -7.881 0.36
H -0.795 0.616 -8.140 0.32
H 0.193 1.346 -6.835 0.13
C -2.238 -4.737 3.829 -1.90
C -0.946 -4.022 3.411 0.85
O -0.637 -2.796 3.614 -0.31
N -0.138 -4.757 2.711 0.22
C 1.210 -4.364 2.410 -0.94
H -1.881 -5.445 4.564 0.54
H -2.688 -5.320 3.030 0.39
H -3.022 -4.066 4.147 0.32
H -0.415 -5.698 2.382 0.15
H 1.856 -5.041 1.981 0.62
H 1.689 -4.006 3.352 0.16
H 1.168 -3.484 1.803 0.08
C 3.298 -5.279 -4.756 -1.20
C 2.657 -5.321 -3.335 0.68
O 1.669 -6.005 -3.106 -0.62
N 3.352 -4.705 -2.350 -0.03
C 2.980 -4.579 -0.958 -0.48
H 3.712 -6.270 -4.976 0.37
H 4.117 -4.617 -4.729 0.39
H 2.551 -5.061 -5.530 0.23
H 3.983 -4.013 -2.749 0.14
H 3.687 -5.147 -0.378 0.47
H 2.009 -5.072 -0.808 -0.10
H 2.931 -3.606 -0.595 0.11
C -0.725 7.799 5.119 -1.21
C 0.192 6.592 5.336 0.71
O 0.729 6.419 6.393 -0.63
N 0.451 5.758 4.278 0.13
C 1.097 4.491 4.650 -0.43
H -0.698 8.480 5.981 0.33
H -1.758 7.474 4.909 0.27
H -0.217 8.308 4.351 0.36
H -0.343 5.778 3.651 0.11
H 1.081 3.718 3.845 -0.40
H 0.708 4.052 5.576 0.19
H 2.110 4.667 4.859 0.65
C -7.821 1.419 -2.431 -0.70
C -8.146 -0.099 -2.130 0.59
O -9.254 -0.389 -1.781 -0.63
N -7.122 -1.012 -2.190 -0.07
C -5.793 -0.828 -2.743 -1.14
H -7.526 1.545 -3.506 0.28
H -6.920 1.743 -1.828 0.00
H -8.680 2.048 -2.184 0.33
H -7.432 -1.901 -1.918 0.29
H -5.149 -1.641 -2.523 0.55
H -5.215 -0.091 -2.128 0.23
H -5.864 -0.644 -3.832 0.37
C 3.498 0.267 -0.835 1.46
C 4.930 0.744 -0.880 -0.21
O 5.407 1.455 -0.017 -0.61
N 5.621 0.363 -2.031 -0.03
C 7.085 0.366 -2.045 -1.06
H 3.145 0.435 0.160 -0.71
H 3.342 -0.856 -0.893 -0.23
H 2.950 0.754 -1.637 0.17
H 5.289 -0.420 -2.547 0.27
H 7.515 -0.600 -2.259 0.31
H 7.442 0.738 -1.080 0.35
H 7.411 1.141 -2.762 0.31
C 1.511 -1.777 -3.138 2.00
C 2.654 -1.215 -3.863 0.26
O 3.803 -1.573 -3.565 -0.84
N 2.384 -0.403 -4.869 0.46
C 3.326 0.015 -5.904 -1.29
H 1.509 -2.851 -3.332 -0.50
H 0.480 -1.553 -3.463 -0.14
H 1.609 -1.611 -2.081 -0.88
H 1.450 -0.185 -5.084 -0.21
H 3.714 0.997 -5.674 0.33
H 2.765 0.099 -6.856 0.36
H 4.150 -0.665 -5.941 0.39
C 0.910 -8.632 -0.642 -1.24
C -0.001 -7.503 -0.114 0.66
O -0.374 -7.406 1.051 -0.70
N -0.345 -6.625 -1.040 0.12
C -1.339 -5.662 -0.612 -0.39
H 1.059 -9.308 0.172 0.40
H 1.898 -8.370 -1.012 0.26
H 0.382 -9.176 -1.464 0.30
H 0.173 -6.483 -1.902 0.37
H -1.655 -5.047 -1.495 0.12
H -0.823 -5.010 0.103 -0.34
H -2.103 -6.221 -0.131 0.45
C -5.454 -2.675 0.697 -0.66
C -6.390 -1.773 0.939 -0.60
C -6.051 -0.532 1.707 0.24
O -6.764 0.511 1.645 -0.67
C -4.829 -0.593 2.628 -0.01
C -3.937 -1.476 2.368 0.80
C -4.138 -2.488 1.329 -0.24
O -3.207 -3.224 1.030 -0.28
H -5.545 -3.614 0.169 0.52
H -7.398 -1.757 0.533 0.54
H -4.843 0.014 3.497 0.64
H -3.000 -1.556 3.047 -0.25
C -1.382 0.200 5.348 -0.10
C -0.237 0.151 6.080 -0.27
C 0.095 1.146 7.186 0.02
O 0.996 0.930 7.955 -0.60
C -0.764 2.366 7.219 -0.86
C -1.809 2.526 6.432 -0.31
C -2.277 1.397 5.497 0.68
O -3.328 1.541 4.903 -0.51
H -1.653 -0.616 4.671 0.24
H 0.376 -0.733 6.053 0.67
H -0.440 3.068 8.019 0.33
H -2.338 3.400 6.478 0.66
C 0.194 4.578 -4.684 0.24
C 1.075 5.496 -4.351 -0.59
C 0.654 6.693 -3.534 0.50
O 1.524 7.397 -2.999 -0.62
C -0.759 6.942 -3.310 -0.60
C -1.662 6.060 -3.832 -0.32
C -1.238 4.755 -4.466 0.10
O -2.037 3.955 -4.844 -0.53
H 0.522 3.628 -5.141 0.24
H 2.052 5.459 -4.620 0.61
H -1.066 7.790 -2.751 0.52
H -2.759 6.163 -3.648 0.38
C -2.282 -2.684 -5.709 -0.58
C -3.426 -3.220 -5.274 -0.19
C -3.476 -4.493 -4.586 0.34
O -4.587 -4.978 -4.340 -0.60
C -2.193 -5.290 -4.451 -0.42
C -1.067 -4.776 -4.936 -0.28
C -1.001 -3.390 -5.443 0.65
O 0.068 -2.762 -5.663 -0.63
H -2.143 -1.751 -6.214 0.54
H -4.364 -2.709 -5.502 0.45
H -2.294 -6.279 -3.941 0.43
H -0.093 -5.295 -4.835 0.20
C -2.427 3.313 -0.026 1.01
C -1.929 4.034 0.934 0.01
C -2.626 4.079 2.251 0.11
O -2.176 4.694 3.234 -0.54
C -3.824 3.243 2.407 -0.65
C -4.352 2.568 1.411 -0.50
C -3.738 2.582 0.082 -0.71
O -4.248 1.944 -0.815 -0.40
H -1.852 3.206 -0.986 0.12
H -0.986 4.620 0.839 -0.17
H -4.281 3.289 3.416 0.37
H -5.239 2.030 1.571 1.02
C 2.641 4.700 -1.250 0.38
C 3.843 4.757 -0.675 -0.65
C 4.013 5.384 0.646 0.14
O 5.089 5.756 1.026 -0.58
C 2.791 5.705 1.445 0.24
C 1.633 5.577 0.819 -0.75
C 1.473 5.087 -0.558 0.35
O 0.359 4.935 -1.121 -0.36
H 2.487 4.424 -2.304 0.28
H 4.746 4.494 -1.232 0.41
H 2.983 6.061 2.455 0.46
H 0.671 5.853 1.277 0.31
C 5.382 -2.278 4.427 -0.67
C 5.034 -1.292 3.559 -0.48
C 3.555 -1.142 3.296 -0.45
O 3.117 -0.539 2.363 0.17
C 2.642 -1.790 4.279 -0.43
C 3.001 -2.666 5.174 0.49
C 4.468 -3.041 5.300 0.31
O 4.884 -3.945 6.051 -0.62
H 6.473 -2.512 4.497 0.36
H 5.648 -0.730 2.915 0.67
H 1.624 -1.475 4.169 0.35
H 2.398 -3.070 5.991 0.27
C -0.528 -1.007 1.224 1.46
C -0.201 0.136 1.819 0.95
C 0.168 1.351 1.068 -0.77
O 0.479 2.379 1.647 -0.46
C 0.132 1.279 -0.423 0.54
C -0.221 0.142 -0.999 -0.26
C -0.489 -1.094 -0.250 -0.29
O -0.712 -2.118 -0.853 -0.99
H -0.685 -1.969 1.751 -0.30
H -0.213 0.198 2.956 -0.48
H 0.505 2.076 -1.063 -0.02
H -0.367 0.165 -2.046 0.53
```

For the HOMO-LUMO gap, the calculation gives 7.17 eV. For the highest occupied orbital energy, the calculation gives -9.1797 eV. Its charge is 0. The value obtained for the LUMO energy is -0.074 hartree.

# 2
Below is a 12-piece molecular cluster, C83H148N10O11 overall, with properties calculated with ωB97M-V/def2-TZVPD.

Structure (XYZ):
```
252
Properties=species:S:1:pos:R:3:mulliken_charge:R:1
C 1.255 6.957 -7.206 -1.32
C 1.489 6.112 -5.968 -0.20
C 2.635 6.759 -5.026 -0.93
N 2.581 6.293 -3.546 0.52
C 3.058 4.880 -3.519 -2.13
C 1.189 6.397 -2.858 -0.79
C 1.395 6.862 -1.378 -0.60
C 2.853 6.954 -1.093 0.16
C 3.433 7.112 -2.507 -1.00
H 0.966 6.328 -8.048 0.37
H 2.179 7.478 -7.459 0.36
H 0.533 7.755 -7.035 0.37
H 1.752 5.082 -6.210 0.34
H 0.544 6.051 -5.428 0.30
H 2.542 7.832 -4.860 0.52
H 3.667 6.653 -5.358 0.52
H 2.988 4.421 -2.533 0.80
H 4.055 4.892 -3.960 0.51
H 2.476 4.227 -4.170 0.51
H 0.738 5.406 -2.916 0.40
H 0.633 7.158 -3.405 0.58
H 0.861 6.260 -0.643 -0.06
H 0.912 7.838 -1.369 0.42
H 3.131 6.010 -0.625 -0.26
H 3.021 7.719 -0.334 0.66
H 4.482 6.843 -2.634 0.40
H 3.284 8.146 -2.818 0.52
C -1.790 -1.082 -4.020 -1.46
C -1.756 -2.498 -4.581 -0.03
C -1.997 -3.600 -3.612 -0.26
N -1.750 -5.042 -4.129 0.75
C -0.286 -5.185 -4.639 -1.32
C -2.785 -5.402 -5.247 -0.52
C -3.730 -6.466 -4.649 -0.82
C -3.598 -6.386 -3.200 -0.32
C -2.087 -6.089 -3.095 -0.66
H -1.315 -0.268 -4.568 0.55
H -1.285 -0.971 -3.060 0.11
H -2.742 -0.567 -3.888 0.48
H -0.807 -2.547 -5.114 0.27
H -2.550 -2.515 -5.327 0.25
H -2.987 -3.554 -3.159 0.29
H -1.301 -3.619 -2.774 -0.18
H 0.373 -4.970 -3.798 0.09
H -0.137 -4.525 -5.494 0.53
H -0.055 -6.225 -4.870 0.70
H -2.355 -5.761 -6.182 0.45
H -3.369 -4.553 -5.603 0.22
H -3.380 -7.449 -4.962 0.31
H -4.772 -6.270 -4.901 0.42
H -3.997 -7.223 -2.626 0.43
H -4.066 -5.480 -2.816 0.09
H -1.513 -7.005 -3.236 0.41
H -1.712 -5.655 -2.169 0.11
C -3.391 -8.256 0.919 -1.33
C -2.824 -7.387 2.085 0.36
C -1.292 -7.541 2.378 -0.84
N -0.692 -6.286 3.023 0.74
C 0.781 -6.600 3.303 -0.87
C -1.439 -5.882 4.277 -0.87
C -1.853 -4.417 4.041 0.28
C -0.822 -3.908 2.977 0.21
C -0.711 -5.131 2.027 -0.71
H -3.403 -7.676 -0.004 0.15
H -4.443 -8.453 1.121 0.43
H -2.913 -9.229 0.806 0.40
H -3.298 -7.644 3.033 0.39
H -3.117 -6.342 1.984 -0.24
H -0.788 -7.612 1.414 0.37
H -1.087 -8.382 3.042 0.48
H 1.199 -5.627 3.563 0.39
H 1.272 -7.012 2.421 0.27
H 0.901 -7.435 3.993 0.35
H -0.786 -6.161 5.104 0.30
H -2.298 -6.532 4.439 0.43
H -1.836 -3.760 4.911 0.60
H -2.803 -4.289 3.522 -0.48
H 0.176 -3.595 3.285 0.42
H -1.312 -3.084 2.460 -0.22
H 0.152 -5.178 1.363 -0.19
H -1.526 -5.083 1.304 0.01
C 5.476 2.436 -2.474 0.17
N 5.088 1.069 -3.038 0.45
C 5.372 -0.044 -2.304 -0.39
C 5.085 -1.306 -2.742 -1.01
C 4.474 -1.464 -3.991 1.20
C 4.185 -0.318 -4.722 -0.80
C 4.450 0.951 -4.249 -0.42
C 4.132 -2.764 -4.517 0.18
C 4.399 -3.187 -5.882 -0.76
C 4.053 -4.435 -6.406 -0.53
N 3.456 -5.347 -5.636 0.16
C 3.192 -5.022 -4.332 -1.38
C 3.464 -3.773 -3.799 0.40
C 3.180 -6.745 -6.098 -0.75
H 4.797 3.186 -2.877 -0.66
H 6.474 2.597 -2.882 0.59
H 5.540 2.401 -1.386 0.06
H 5.729 0.123 -1.298 0.73
H 5.252 -2.199 -2.157 0.79
H 3.469 -0.363 -5.530 0.50
H 4.115 1.881 -4.685 0.47
H 5.018 -2.610 -6.553 0.53
H 4.352 -4.777 -7.386 0.47
H 2.871 -5.837 -3.701 0.73
H 3.232 -3.561 -2.765 0.24
H 3.244 -6.860 -7.180 0.35
H 2.186 -7.069 -5.790 0.27
H 3.939 -7.421 -5.705 0.39
C 6.958 8.193 -1.729 -0.95
N 6.688 7.012 -0.913 0.15
C 7.156 5.823 -1.354 -0.75
C 6.975 4.743 -0.543 -0.59
C 6.268 4.813 0.714 0.55
C 5.890 6.019 1.150 -0.51
C 6.110 7.158 0.283 -0.39
C 5.923 3.533 1.512 0.66
C 6.800 2.445 1.507 -0.58
C 6.441 1.202 2.052 -0.52
N 5.256 1.115 2.681 0.26
C 4.420 2.161 2.830 -1.44
C 4.687 3.360 2.160 -0.29
C 4.919 -0.185 3.410 -0.85
H 6.725 7.902 -2.754 0.42
H 7.995 8.502 -1.596 0.35
H 6.293 8.994 -1.407 0.33
H 7.743 5.702 -2.253 0.47
H 7.231 3.760 -0.909 0.63
H 5.394 5.990 2.109 0.71
H 5.742 8.139 0.543 0.48
H 7.768 2.570 1.044 0.73
H 6.988 0.281 1.913 0.60
H 3.474 1.895 3.277 1.04
H 4.007 4.196 2.237 0.28
H 4.773 -0.961 2.658 0.17
H 4.068 -0.030 4.073 0.30
H 5.785 -0.471 4.006 0.46
C -3.742 6.686 7.068 -1.77
C -4.230 5.727 5.926 1.49
C -3.239 5.781 4.766 -1.66
C -3.277 4.736 3.683 -0.15
C -3.129 3.267 4.181 -0.89
C -4.116 3.045 5.383 2.16
N -4.140 4.184 6.382 0.71
O -4.817 3.925 7.561 -0.23
C -3.603 1.763 6.087 -1.67
C -5.500 2.953 4.845 -1.75
C -5.638 6.125 5.584 -1.60
H -4.354 6.844 7.957 0.38
H -3.398 7.676 6.768 0.44
H -2.761 6.317 7.368 0.49
H -2.249 5.822 5.220 0.58
H -3.256 6.802 4.384 0.48
H -2.454 4.931 2.996 -0.04
H -4.173 4.883 3.079 0.43
H -2.088 3.147 4.482 0.25
H -3.328 2.600 3.343 0.05
H -3.554 0.920 5.397 0.18
H -4.333 1.447 6.832 0.53
H -2.652 1.995 6.567 0.51
H -6.072 3.784 4.433 0.23
H -6.175 2.560 5.605 0.54
H -5.616 2.192 4.074 0.12
H -6.338 5.653 6.273 0.41
H -5.949 5.876 4.570 0.34
H -5.645 7.205 5.734 0.48
C -5.545 -3.053 3.286 -1.77
C -5.973 -2.768 1.806 1.24
C -7.375 -3.425 1.611 -0.96
C -8.185 -2.821 0.446 -0.73
C -8.346 -1.323 0.583 -1.20
C -7.061 -0.484 0.708 1.43
N -6.121 -1.211 1.673 0.46
O -5.232 -0.392 2.314 0.21
C -7.421 0.865 1.311 -1.86
C -6.390 -0.383 -0.721 -1.26
C -5.036 -3.446 0.781 -1.45
H -6.293 -2.855 4.054 0.49
H -4.664 -2.519 3.641 0.35
H -5.253 -4.101 3.358 0.42
H -8.093 -3.228 2.408 0.35
H -7.214 -4.494 1.478 0.55
H -9.134 -3.338 0.300 0.45
H -7.658 -2.814 -0.508 0.33
H -8.917 -1.228 1.506 0.38
H -8.841 -1.014 -0.338 0.48
H -8.059 1.487 0.684 0.44
H -6.543 1.508 1.245 0.40
H -7.698 0.912 2.364 0.48
H -6.386 -1.342 -1.239 0.38
H -5.347 -0.068 -0.694 0.01
H -6.874 0.239 -1.475 0.51
H -4.941 -4.526 0.892 0.40
H -4.022 -3.077 0.938 0.29
H -5.282 -3.144 -0.238 0.31
C -0.632 1.997 1.325 -0.39
C -1.019 1.234 0.016 2.22
C -0.590 1.903 -1.286 -1.95
C 0.960 1.822 -1.506 -0.33
C 1.438 0.376 -1.420 -0.94
C 1.044 -0.472 -0.221 2.72
N -0.402 -0.161 0.130 0.84
O -0.884 -0.897 1.195 -0.01
C 2.114 -0.025 0.905 -1.11
C 1.136 -1.959 -0.489 -1.37
C -2.599 1.081 -0.113 -2.91
H -1.431 2.646 1.682 0.49
H 0.341 2.482 1.402 -0.62
H -0.536 1.334 2.185 -0.30
H -0.906 2.942 -1.197 0.72
H -1.139 1.493 -2.133 0.46
H 1.418 2.269 -0.623 -0.44
H 1.318 2.343 -2.394 0.72
H 2.526 0.359 -1.476 -0.11
H 1.026 -0.023 -2.347 0.66
H 3.118 -0.376 0.664 0.48
H 1.867 -0.198 1.952 -0.14
H 2.161 1.064 0.909 -0.21
H 2.051 -2.330 -0.951 -0.44
H 0.325 -2.352 -1.102 0.10
H 1.099 -2.534 0.436 0.37
H -3.132 2.028 -0.192 0.52
H -2.990 0.710 0.835 0.63
H -2.896 0.424 -0.930 0.36
C 4.744 -3.404 0.965 -0.77
C 6.146 -2.811 1.055 0.22
O 6.325 -1.691 0.527 -0.58
O 7.110 -3.474 1.571 -0.73
H 4.703 -4.446 0.647 0.35
H 3.953 -2.791 0.535 0.16
H 4.443 -3.541 2.004 0.55
C 0.736 5.258 1.787 -0.30
C 1.063 4.823 3.199 0.37
O 0.266 4.336 3.931 -0.50
O 2.207 5.012 3.665 -0.80
H 1.230 4.566 1.105 -0.36
H 1.159 6.257 1.681 0.59
H -0.316 5.241 1.504 0.27
C 2.405 -6.386 -0.612 -1.08
C 1.054 -6.167 -1.243 0.76
O 0.792 -4.956 -1.368 -0.21
O 0.316 -7.093 -1.291 -0.73
H 2.480 -7.332 -0.075 0.31
H 2.598 -5.535 0.040 0.02
H 3.107 -6.468 -1.442 0.38
C -0.108 -0.850 4.489 0.08
C 0.389 0.496 4.983 0.18
O 1.372 0.992 4.451 -0.47
O -0.049 0.960 6.058 -0.64
H -0.986 -0.620 3.884 -0.18
H -0.347 -1.521 5.314 0.66
H 0.700 -1.261 3.885 -0.10
```

For the HOMO-LUMO gap, the calculation gives 2.06 eV. For the highest occupied orbital energy, the calculation gives -16.1702 eV. Its charge is +6. The value obtained for the LUMO energy is -0.519 hartree.

# 3
Below is C16H7Cl2MnN5OS2 as an isolated structure, with properties calculated with ωB97M-V/def2-TZVPD.

Structure (XYZ):
```
34
Properties=species:S:1:pos:R:3:nbo_charge:R:1
Mn -1.081 0.744 -0.249 1.40
S -2.200 0.676 2.314 -0.39
C -0.570 0.235 2.628 0.08
C -0.034 -0.025 3.914 -0.29
C 1.287 -0.378 4.047 -0.17
C 2.098 -0.487 2.913 -0.33
C 1.517 -0.221 1.690 0.06
N 0.238 0.125 1.550 -0.59
H -0.691 0.071 4.768 0.21
H 1.701 -0.572 5.031 0.19
H 3.141 -0.764 2.979 0.20
H 2.080 -0.289 0.764 0.22
Cl -1.022 -2.215 -0.316 0.04
C 0.205 -2.710 -1.435 -0.06
C 0.309 -4.071 -1.662 -0.23
C 1.266 -4.564 -2.534 -0.26
C 2.110 -3.668 -3.167 -0.24
C 1.987 -2.309 -2.930 -0.05
Cl 3.107 -1.274 -3.783 -0.03
C 1.026 -1.740 -2.059 -0.20
S 0.930 -0.028 -1.808 -0.40
H -0.368 -4.740 -1.145 0.21
H 1.351 -5.629 -2.714 0.20
H 2.873 -4.011 -3.854 0.21
N -0.734 2.798 -0.321 -0.58
C -1.034 3.899 -0.134 0.47
C -1.390 5.238 0.062 -0.61
C -1.040 5.917 1.260 0.33
N -0.766 6.503 2.218 -0.43
C -2.036 5.963 -0.978 0.33
N -2.544 6.567 -1.822 -0.43
O -4.983 0.234 -2.258 -0.69
C -3.901 0.329 -1.737 0.76
N -2.831 0.395 -1.235 -0.93
```

For the HOMO-LUMO gap (spin up / spin down), the calculation gives 6.71 / 6.72 eV. For the energy above the lowest of the compared OMol25 structures with the same formula, charge and spin, the calculation gives 0.000 eV. For the highest occupied orbital energy (spin up / spin down), the calculation gives -2.3631 / -2.3768 eV. Its charge is -2. As for the spin multiplicity: 6. As for the expectation value of S²: 8.755. The value obtained for the LUMO energy (spin up / spin down) is 0.160 / 0.160 hartree.